No. 1
Density functional theory data (ωB97M-V/def2-TZVPD) for a structure of composition C13H24N4O5PmS2.

```
49
Properties=species:S:1:pos:R:3:mulliken_spin:R:1
Pm 0.62 0.50 1.68 4.02
S -4.44 1.77 0.56 0.00
S 1.11 4.17 -1.60 0.00
O 0.07 -0.69 -1.53 0.00
O 2.43 -1.84 2.91 0.00
O 1.18 0.23 3.69 -0.01
O 1.29 2.79 1.34 0.00
O -1.46 -0.42 1.65 -0.01
N -2.65 1.00 -1.14 0.00
N -0.02 1.87 -1.61 0.00
N 0.98 -0.79 -0.48 -0.01
N 2.09 -1.40 1.64 0.00
C -3.77 0.62 -0.63 0.00
C 1.09 2.46 -1.99 0.00
C 2.63 -2.02 0.58 0.00
C -2.24 2.23 -0.68 0.00
C 3.80 -2.94 0.65 0.00
C 1.97 -1.70 -0.64 0.00
C -3.09 2.80 0.26 0.00
C -4.45 -0.65 -0.99 0.00
C -0.98 2.75 -1.14 0.00
C 2.38 -2.32 -1.94 0.00
C 2.25 1.77 -2.59 0.00
C -0.53 4.06 -1.09 0.00
C -2.78 -2.82 1.73 0.00
H -3.59 -3.09 2.41 0.00
H 2.42 -3.42 -1.85 0.00
H 3.55 -3.93 0.22 0.00
H 4.13 -3.06 1.68 0.00
H -2.45 -1.75 1.78 0.00
H 2.00 -1.09 3.46 0.00
H 3.39 -1.99 -2.22 0.00
H 3.15 1.96 -1.99 0.00
H -2.91 3.75 0.75 0.00
H 1.12 3.35 0.53 0.00
H -5.47 -0.42 -1.34 0.00
H -0.13 0.34 -1.62 0.00
H 1.69 -2.06 -2.75 0.00
H -1.90 -3.42 2.00 0.00
H -2.13 0.17 2.04 0.00
H 4.64 -2.54 0.05 0.00
H 0.99 0.34 4.64 0.00
H 2.03 3.22 1.81 0.00
H -3.07 -3.06 0.70 0.00
H -4.49 -1.32 -0.12 0.00
H 2.43 2.15 -3.61 0.00
H -3.88 -1.12 -1.80 0.00
H 2.08 0.69 -2.64 0.00
H -1.12 4.90 -0.76 0.00
```

Properties
- 2S+1 = 5
- F_max (eV/Å) = 4.5
- ⟨S²⟩ = 6.005
- orbital gap (alpha / beta) (eV) = 7.5 / 7.5
- energy relative to the best compared isomer or geometry (same formula, charge and spin) (kcal per mole) = 0.0
- charge = +1


No. 2
Density functional theory data (ωB97M-V/def2-TZVPD) for a structure of composition C16H14BrN2O2S3SbSn.

```
40
Properties=species:S:1:pos:R:3:mulliken_spin:R:1
Sb -1.65 2.07 -2.65 -0.03
Sn -0.10 0.35 -0.39 0.00
Br -1.71 -2.01 0.15 0.00
S -1.71 2.06 -0.19 0.07
S 0.08 3.66 -2.76 0.96
S -0.32 -0.05 -2.68 0.01
O 1.72 0.91 0.03 0.00
O 2.44 2.42 3.99 0.00
N 0.18 -0.27 1.78 0.00
N 1.29 0.40 2.30 0.00
C -0.33 -1.21 2.48 0.00
C -1.93 -3.11 4.22 0.00
C 1.76 1.42 1.34 0.00
C 4.18 1.84 0.80 0.00
C -2.02 -3.00 2.76 0.00
C -1.91 -4.39 4.78 0.00
C 3.40 2.35 3.02 0.00
C -1.90 -1.99 5.05 0.00
C 5.45 2.29 1.14 0.00
C -1.37 -2.09 2.01 0.00
C -1.80 -2.15 6.42 0.00
C 4.66 2.81 3.35 0.00
C 3.15 1.86 1.73 0.00
C -1.74 -3.42 6.97 0.00
C 5.68 2.78 2.42 0.00
C -1.80 -4.54 6.15 0.00
H 0.05 -1.40 3.48 0.00
H -1.66 -3.54 8.04 0.00
H 4.82 3.19 4.35 0.00
H -1.79 -1.27 7.06 0.00
H 2.04 -0.27 2.48 0.00
H -2.65 -3.72 2.25 0.00
H -1.98 -5.26 4.14 0.00
H 1.06 2.27 1.43 0.00
H -1.77 -5.53 6.59 0.00
H 6.24 2.27 0.41 0.00
H 1.66 1.92 3.72 0.00
H -2.01 -1.00 4.63 0.00
H 3.98 1.47 -0.19 0.00
H 6.66 3.14 2.69 0.00
```

Properties
- 2S+1 = 2
- F_max (eV/Å) = 0.4
- ⟨S²⟩ = 0.755
- orbital gap (alpha / beta) (eV) = 6.5 / 5.4
- energy relative to the best compared isomer or geometry (same formula, charge and spin) (kcal per mole) = 0.0
- charge = +1


No. 3
Density functional theory data (ωB97M-V/def2-TZVPD) for a cluster of 2 separate species, C7H17N2 in total.

```
26
Properties=species:S:1:pos:R:3:nbo_charge:R:1
N 2.58 -0.76 1.29 -0.80
N 3.26 -0.04 -0.66 -0.80
C -1.09 -1.50 -1.06 -0.62
C -0.84 -0.66 0.27 -0.42
C -2.20 -0.59 1.01 -0.58
C 2.26 -0.10 0.23 0.24
C -0.28 1.14 -1.51 -0.75
C -0.46 0.69 -0.05 0.69
C -0.37 1.75 0.95 -0.78
H -1.26 -2.50 -0.79 0.23
H 0.40 2.41 0.52 0.27
H -1.95 -1.29 -1.62 0.22
H -0.33 1.61 1.95 0.26
H 4.25 -0.17 -0.31 0.39
H 0.78 1.40 -1.64 0.28
H -2.25 0.18 1.83 0.22
H 3.41 -1.46 1.43 0.39
H -1.34 2.31 0.93 0.29
H -0.12 -1.03 0.94 0.28
H -0.27 -1.54 -1.77 0.22
H 1.98 -0.68 2.08 0.39
H -0.61 0.40 -2.24 0.26
H 3.04 0.57 -1.41 0.40
H -2.50 -1.49 1.36 0.24
H -3.01 -0.37 0.32 0.22
H -0.96 2.06 -1.61 0.26
```

Properties
- F_max (eV/Å) = 4.1
- orbital gap (eV) = 7.7
- energy relative to the best compared isomer or geometry (same formula, charge and spin) (kcal per mole) = 73.0
- charge = +1